26
Properties=species:S:1:pos:R:3:forces:R:3:lowdin_charge:R:1 method="wB97M-V/def2-TZVPD" orbital_gap_ev=8.804 de_lowest_kcal_mol=45.5 smiles="CCC(=O)Nc1cccc(SC)c1" lumo_ha=0.0220
C -2.46346 -0.25758 1.76689 -2.1474 -0.4524 -0.2304 -0.10
C -2.00509 -1.14095 0.54861 0.6709 -1.1334 1.7888 -0.20
C -2.39016 -0.46913 -0.73957 -1.6159 0.6627 -1.1893 -0.43
O -3.52369 -0.63790 -1.23629 2.6645 0.4280 0.8026 0.02
N -1.51646 0.52507 -1.28162 -0.1111 -2.7179 2.3637 0.13
C -0.25030 0.91704 -0.76461 1.1214 0.6721 0.9062 -0.26
C -0.04610 2.19044 -0.21302 -0.1708 0.4136 -1.1855 -0.04
C 1.24352 2.68076 0.03590 1.2313 -1.5633 0.3060 -0.07
C 2.34378 1.77719 0.07287 -3.1303 -1.0566 -0.6600 -0.09
C 2.12078 0.37053 -0.23342 -1.5707 3.4816 -0.4171 -0.59
S 3.44911 -0.66384 -0.04081 0.3203 -1.6793 -0.0670 0.88
C 2.76615 -2.31431 -0.47496 1.6235 -1.7380 -1.0226 -0.42
C 0.85145 0.05397 -0.75839 -0.0988 -1.3189 0.1816 -0.06
H -3.53529 0.22051 1.41097 2.7789 -0.9073 1.3734 0.13
H -1.67318 0.49192 2.02395 -1.0439 -0.4262 -0.1258 0.06
H -2.65415 -1.00452 2.65115 0.3605 1.7922 -1.4910 0.09
H -2.48322 -2.15606 0.75362 0.3715 1.3885 -1.1720 0.13
H -0.90964 -1.30768 0.68181 -0.7393 0.1795 -0.4242 0.09
H -1.96928 1.05795 -1.95616 -0.6535 1.2022 -1.3057 0.12
H -0.91239 2.83015 -0.15901 -0.0489 0.3242 0.0462 0.11
H 1.49462 3.72682 0.24491 -0.6047 -0.4033 0.0873 0.11
H 3.25798 2.17074 0.40172 1.3608 0.1262 0.2240 0.08
H 2.91803 -2.55626 -1.68469 -0.8106 0.7027 3.3254 0.10
H 1.71312 -2.52444 -0.06637 1.6990 0.4086 -0.7677 0.05
H 3.54676 -3.00610 0.08886 -1.8235 1.1544 -1.2446 0.05
H 0.62713 -0.97434 -1.07233 0.3666 0.4603 -0.1022 0.10

---

25
Properties=species:S:1:pos:R:3:forces:R:3:lowdin_charge:R:1 method="wB97M-V/def2-TZVPD" orbital_gap_ev=7.436 de_lowest_kcal_mol=102.7 lumo_ha=0.0256
C 2.25481 1.04548 2.17909 1.1165 0.3226 2.4902 -0.10
C 0.93957 1.07766 2.61771 -1.4811 0.1897 1.5872 -0.11
C 2.62254 0.40568 1.01764 0.5497 1.2170 0.6108 -0.04
C -0.10879 0.55242 1.83712 1.8744 1.9384 0.3510 -0.11
C 1.64328 -0.13839 0.23086 -0.2249 -1.2582 -0.7389 -0.26
C 0.31959 -0.00469 0.65188 -2.6962 -0.8168 -1.2512 -0.32
C -3.69967 0.57319 -0.40077 -3.7931 -0.9192 0.6409 -0.28
C -2.21294 0.59044 -0.55573 2.1009 1.8926 1.5746 -0.60
C 1.20548 -1.28763 -1.96514 -0.7315 2.8301 0.3923 -0.22
C -0.28918 -1.57558 -1.83749 0.5983 4.4952 0.9415 -0.20
N 2.03996 -0.91718 -0.83175 -4.3532 0.1495 0.6298 0.03
S -1.18226 -0.67300 -0.20387 0.5768 -2.3334 -0.9295 1.03
H 3.01466 1.44403 2.94453 -0.9647 -0.5595 -1.6441 0.13
H 0.67630 1.45440 3.65386 0.5314 -0.1741 -1.4913 0.12
H 3.64767 0.39953 0.66854 0.0442 -0.1231 0.1533 0.12
H -1.15231 0.85550 2.02727 0.5620 -0.8931 0.0326 0.12
H -4.13084 -0.52774 -0.77787 0.8606 3.1471 1.0248 0.10
H -4.19282 1.41446 -0.96430 0.8142 -1.2481 -0.3766 0.03
H -4.50220 0.93894 0.67287 2.9834 -1.5621 -1.9294 0.13
H -1.55484 1.47255 -0.23330 -1.6394 -0.5376 -1.1456 0.06
H 1.74983 -2.04696 -2.37089 0.9875 -2.4898 -1.4815 0.08
H 1.21427 -0.47525 -2.70278 0.4049 0.1106 0.0528 0.12
H -0.74577 -0.99233 -2.64291 -0.2815 -0.0871 0.3187 0.07
H -0.51978 -2.54544 -2.01774 -1.0117 -3.1391 0.4610 0.02
H 2.96343 -1.04012 -0.99686 3.1726 -0.1516 -0.2736 0.09

---

26
Properties=species:S:1:pos:R:3:forces:R:3:lowdin_charge:R:1 method="wB97M-V/def2-TZVPD" orbital_gap_ev=6.809 de_lowest_kcal_mol=0.0 lumo_ha=-0.0218
C 0.94822 -2.70051 -1.48197 1.2022 0.1405 0.5011 -0.11
C -0.36009 -2.59436 -1.82218 -1.8673 0.0001 -0.4597 -0.08
C 1.32395 -2.36601 -0.19320 -1.3336 1.2227 2.3191 -0.07
C -1.36789 -2.01540 -1.02535 1.5884 -1.7504 -0.9435 -0.07
C 0.35328 -1.84734 0.74042 -0.9264 -1.1791 -4.6517 0.02
C -0.98990 -1.59036 0.21914 3.3323 -0.6827 1.3719 -0.37
C -0.55319 1.61875 0.03759 -2.6352 -2.3595 1.3246 -0.59
C 1.01626 1.96715 1.71623 0.9988 0.6301 1.2638 -0.06
C 1.07108 3.22638 -0.30561 0.9041 2.9248 -0.3854 -0.12
C -1.90285 -0.92971 1.06126 -2.7353 0.4873 -2.1431 -0.56
N 0.29201 2.41249 0.53365 1.9545 -0.8312 1.6774 -0.36
S -1.35469 1.83047 -1.37072 -0.7138 0.3381 -1.4068 0.80
S -3.34433 -0.46538 0.42236 -0.2378 0.2830 1.0041 0.70
H 1.68456 -3.12978 -2.16900 -0.3569 0.1513 0.2328 0.11
H -0.63505 -3.09610 -2.71920 -0.4337 -0.0072 -0.8176 0.10
H 2.33294 -2.49085 0.15153 0.3184 -0.2518 0.0641 0.09
H -2.41430 -2.17439 -1.24849 0.1582 0.5682 -0.3282 0.09
H 0.47933 -1.89016 1.77431 0.5974 0.6614 1.5206 0.08
H 2.09830 1.86060 1.39995 -1.0159 0.0110 0.7191 0.10
H 0.89551 2.80530 2.44058 0.6114 -0.5934 -0.1608 0.09
H 0.66862 1.03593 2.23217 -0.0342 0.8193 -1.0857 0.09
H 1.77654 2.55773 -0.82642 -0.4671 0.7293 -0.7031 0.11
H 0.33168 3.88567 -0.79678 0.6679 -0.7466 -1.0601 0.09
H 1.68162 4.01644 0.19386 -0.2480 -0.8903 0.3124 0.10
H -1.72515 -0.83271 2.06878 0.5994 0.3930 2.2540 0.03
H -2.30645 0.90614 -1.03290 0.0724 -0.0680 -0.4191 -0.21

---

25
Properties=species:S:1:pos:R:3:forces:R:3:lowdin_charge:R:1 method="wB97M-V/def2-TZVPD" orbital_gap_ev=6.471 de_lowest_kcal_mol=18.8 total_charge=-1 lumo_ha=0.1056
C 2.76681 2.03841 -1.28785 0.7946 -0.4014 -0.6857 -0.07
C -0.76981 2.66124 -0.09492 -1.2953 -0.6804 -0.5427 -0.09
C 0.57527 2.83977 -0.37408 -0.2514 -0.2176 0.8743 -0.07
C -1.41938 1.42828 -0.35866 1.5843 0.3550 -0.7790 -0.07
C 1.34728 1.78539 -0.85692 0.6182 0.6069 -0.7507 -0.29
C -0.65132 0.45837 -0.98794 -0.1563 -0.4748 1.1372 -0.10
C 0.71848 0.61508 -1.19309 -1.0569 -0.8016 -0.2248 -0.06
H -1.41395 3.48392 0.17954 0.2684 0.2432 0.5040 0.09
H 1.06033 3.76514 -0.08193 -0.0587 0.1093 -0.3019 0.11
H -2.44035 1.15156 -0.15310 -0.2331 0.5834 0.2303 0.10
H -1.09789 -0.52458 -1.11012 0.1196 0.1631 -0.4100 0.10
H 2.83176 2.95264 -1.87769 -0.0572 0.1779 0.1164 0.07
H 3.14829 1.25697 -1.96022 -0.4406 -0.0291 0.0662 0.07
H 1.19815 -0.25400 -1.62686 0.5145 0.2686 -0.0007 0.11
H 3.55697 2.08209 -0.54319 -0.2927 0.2091 0.6347 0.07
C -1.06920 -1.97358 1.33003 -0.0714 -2.4388 0.4735 -0.19
C 0.10948 -2.67189 0.58314 -0.6990 1.4811 1.5591 -0.12
C -2.09724 -3.07075 1.81757 -1.1789 1.7601 0.0782 -0.76
O -1.71364 -4.22165 2.07005 0.2042 -0.2219 -0.1932 -0.08
O -3.23310 -2.53438 2.00589 0.2456 -0.8327 -0.0538 -0.14
H -0.84674 -1.58192 2.31823 0.7856 0.4683 -0.0208 0.10
H -1.63359 -1.21734 0.80162 0.1538 -0.0329 -0.2596 0.05
H 0.88127 -1.90640 0.47307 0.2248 -0.2440 -0.8634 0.04
H -0.32866 -3.11483 -0.30486 0.5357 0.0238 -0.4152 0.07
H 0.52075 -3.44755 1.23229 -0.2576 -0.0744 -0.1723 0.06